Entry 1:
6
Properties=species:S:1:pos:R:3:forces:R:3 method="wB97M-V/def2-TZVPD" energy_ev=-164413.8069 relative_energy_ev=0.399 gap_ev=8.15 lumo_energy_ev=-8.454 charge=+1
C -0.660057 0.199962 -1.118807 1.29 -0.31 2.15
N -1.316114 0.316398 -2.043537 -0.76 0.18 -1.13
P 0.328598 -0.058642 0.340696 -1.76 -0.15 1.48
Cl -1.432507 -0.313291 2.148965 2.87 0.35 -2.83
Br 1.561881 1.685874 0.686870 -0.84 -0.99 -0.07
Br 1.518198 -1.830301 -0.014186 -0.80 0.92 0.41



Entry 2:
7
Properties=species:S:1:pos:R:3:forces:R:3 method="wB97M-V/def2-TZVPD" energy_ev=-149418.7814 relative_energy_ev=1.795 gap_ev="9.12 / 7.48" lumo_energy_ev="-0.793 / -1.276" charge=0
C -0.577832 0.775148 0.491816 1.51 -0.75 -0.21
N 0.553847 -1.164472 -0.680949 -1.92 -0.79 2.59
O 0.493916 -2.313316 -0.323645 0.23 0.69 -0.53
O 1.172808 -0.569820 -1.456541 1.63 -0.02 -1.95
F -1.832609 0.621202 0.224133 -1.10 0.18 -0.69
Br 0.444661 1.920500 -0.567665 -0.59 0.69 0.24
Br -0.254790 0.730758 2.312851 0.23 -0.01 0.55



Entry 3:
5
Properties=species:S:1:pos:R:3:forces:R:3 method="wB97M-V/def2-TZVPD" energy_ev=-151898.6457 relative_energy_ev=2.503 gap_ev="5.99 / 8.45" lumo_energy_ev="-3.504 / -2.603" charge=0
C 1.170192 -1.048919 -0.105128 -0.25 1.40 0.73
N 1.009298 -2.157282 -0.348836 0.01 -1.01 -0.52
P 1.352634 0.507720 0.754683 0.44 -0.42 0.07
Br -0.196668 1.730633 -0.142234 -0.32 0.02 -0.31
Br -3.335454 0.967849 -0.158487 0.12 0.01 0.03



Entry 4:
5
Properties=species:S:1:pos:R:3:forces:R:3 method="wB97M-V/def2-TZVPD" energy_ev=-154000.1121 relative_energy_ev=4.161 gap_ev=8.52 lumo_energy_ev=-0.964 charge=0
C -0.046131 0.587662 1.248133 0.25 -0.73 -1.25
O 0.025421 -0.507537 -1.565796 0.95 1.63 0.53
S -0.290887 -0.502928 0.185482 -1.10 -1.34 0.43
Br 0.723834 2.185052 1.437035 0.28 0.96 0.21
Br -0.550493 -1.678382 -2.782374 -0.37 -0.52 0.08



Entry 5:
6
Properties=species:S:1:pos:R:3:forces:R:3 method="wB97M-V/def2-TZVPD" energy_ev=-234518.8236 relative_energy_ev=1.646 gap_ev="8.18 / 6.44" lumo_energy_ev="-1.279 / -2.282" charge=0
C 1.374658 0.055801 0.070651 0.12 -0.42 -0.37
S -2.839416 -0.708700 -0.308021 -0.20 -0.02 0.12
Cl -3.250152 0.724017 1.004004 0.04 -0.03 -0.06
Br 2.376998 1.619033 0.068460 0.07 0.11 0.16
Br 0.105741 -0.126148 -1.273056 -0.25 0.32 -0.22
Br 2.232172 -1.564004 0.437960 0.22 0.04 0.37



Entry 6:
6
Properties=species:S:1:pos:R:3:forces:R:3 method="wB97M-V/def2-TZVPD" energy_ev=-230097.3199 relative_energy_ev=2.224 gap_ev="8.13 / 5.95" lumo_energy_ev="-1.031 / -2.581" charge=0
C -0.054062 1.745739 0.413113 -1.34 -0.56 -1.48
S -1.089021 -2.988436 -0.968347 0.63 0.03 0.15
Br 1.173192 1.760491 1.745096 0.50 -0.05 0.66
Br 0.530822 1.614557 -1.391581 0.08 0.16 0.56
Br -1.753438 0.883632 0.647740 0.77 0.39 0.25
I 1.192507 -3.015983 -0.446020 -0.64 0.04 -0.14



Entry 7:
6
Properties=species:S:1:pos:R:3:forces:R:3 method="wB97M-V/def2-TZVPD" energy_ev=-119481.0693 relative_energy_ev=0.037 gap_ev=9.12 lumo_energy_ev=-0.850 charge=0
C 0.336906 0.194788 0.015466 1.82 2.74 0.44
S -0.505767 -1.287473 0.100954 -0.45 -1.63 0.18
Cl 0.105276 1.266604 -1.377572 -0.19 -0.63 0.04
Cl 0.331326 1.411607 1.466219 -0.29 -1.38 -0.82
Cl -2.493297 -1.011320 -0.171690 0.15 0.53 0.07
Br 2.225558 -0.574206 -0.033378 -1.05 0.37 0.09



Entry 8:
6
Properties=species:S:1:pos:R:3:forces:R:3 method="wB97M-V/def2-TZVPD" energy_ev=-91081.9959 relative_energy_ev=0.000 gap_ev=11.15 lumo_energy_ev=-0.455 charge=0 smiles="O=C(F)Br.FCl"
C 1.161505 -0.191913 -0.286328 1.48 -1.07 -0.40
O 0.579013 0.359034 -1.132967 -1.17 0.21 0.06
F 0.889938 -1.406260 0.203902 -0.46 0.64 -0.03
F -3.503367 0.468661 0.771006 -0.27 0.00 0.19
Cl -2.004797 0.447297 0.162575 0.23 0.01 -0.27
Br 2.877707 0.323180 0.281811 0.19 0.20 0.45



Entry 9:
7
Properties=species:S:1:pos:R:3:forces:R:3 method="wB97M-V/def2-TZVPD" energy_ev=-101247.7870 relative_energy_ev=2.765 gap_ev="3.59 / 3.34" lumo_energy_ev="-0.066 / -0.316" charge=-1
C 0.816110 -0.269194 0.060023 0.34 -1.02 -2.77
O -1.107457 1.625438 -0.783148 0.77 -3.18 0.63
O -1.624305 -0.058316 0.971385 -0.44 -0.42 -0.12
F 1.398708 -0.066939 -1.131747 0.33 -0.35 1.83
S -0.937713 0.225724 -0.265224 -1.24 3.81 0.57
Cl 3.508851 -2.024932 -3.664277 -0.07 0.01 0.09
Br 0.909249 -2.123957 0.625875 0.30 1.15 -0.23



Entry 10:
7
Properties=species:S:1:pos:R:3:forces:R:3 method="wB97M-V/def2-TZVPD" energy_ev=-101246.9102 relative_energy_ev=3.642 gap_ev="6.08 / 6.08" lumo_energy_ev="1.425 / 1.421" charge=-1
C -0.424705 -0.334885 0.341911 -2.14 -0.44 0.43
O -0.785699 1.241468 -1.675082 0.66 1.20 1.92
O 0.701168 2.119013 0.181423 0.12 0.29 -0.12
F -0.277051 -3.229082 -0.297876 -0.05 0.00 -0.22
S -0.541662 1.467193 -0.203757 0.10 -0.04 -2.68
Cl -0.793217 -0.409969 2.063214 0.47 -0.33 -0.21
Br -1.520256 -1.332598 -0.681975 0.84 -0.67 0.87



Entry 11:
4
Properties=species:S:1:pos:R:3:forces:R:3 method="wB97M-V/def2-TZVPD" energy_ev=-94431.4817 relative_energy_ev=4.434 gap_ev="7.13 / 6.94" lumo_energy_ev="-2.295 / -2.223" charge=0
C -0.110947 0.197823 -0.319798 1.10 0.01 0.50
S 1.902328 -1.512534 0.097363 -1.10 1.02 -0.22
Cl -0.041786 1.851003 0.154552 0.24 -0.76 -0.26
Br -1.749594 -0.536292 0.067883 -0.24 -0.27 -0.02



Entry 12:
7
Properties=species:S:1:pos:R:3:forces:R:3 method="wB97M-V/def2-TZVPD" energy_ev=-82091.2856 relative_energy_ev=4.764 gap_ev="6.55 / 6.57" lumo_energy_ev="-4.154 / -4.152" charge=0
C 0.287754 0.602168 -0.121295 2.53 1.71 3.52
N -0.771921 -0.302450 -0.332624 -2.15 -2.66 -0.46
O -0.422515 -1.182745 -1.123924 -1.20 0.64 0.78
O -1.847393 -0.177629 0.248040 1.86 0.28 -0.89
F 0.864239 -1.038924 1.797988 -0.55 1.54 -1.91
F 0.064969 1.655613 0.636807 0.25 -2.05 -1.74
Br 1.824866 0.443967 -1.104993 -0.75 0.53 0.71